Formula: C5H11N
Source: the Open Molecules 2025 dataset
Level of theory: ωB97M-V with the def2-TZVPD basis set

Each atom is followed by the atoms it is bonded to, with distances in Å.
Positions of all 17 atoms, in Å:
1 H 1.70123 0.42276 -2.63405  C13 1.092
2 H -2.04318 -1.92065 -1.02425  C10 1.079
3 H 1.51032 0.82420 1.76825  C15 1.098
4 C -1.80568 0.27133 -0.34711  C10 1.490, H11 1.094, N12 1.448, H16 1.093
5 H 0.67007 -1.56116 1.18715  C8 1.085
6 H 0.35626 0.30816 2.99929  C15 1.094
7 H 1.42493 1.10317 -1.03997  C13 1.102
8 C 0.10214 -0.64077 1.10641  H5 1.085, N12 1.284, C15 1.489
9 H -0.17325 1.39934 1.69360  C15 1.094
10 C -1.41687 -1.04900 -0.91672  H2 1.079, C4 1.490, N12 1.364
11 H -2.73330 0.44581 0.20640  C4 1.094
12 N -0.86903 -0.64739 0.26640  C4 1.448, C8 1.284, C10 1.364
13 C 1.43831 0.15901 -1.60773  H1 1.092, H7 1.102, H14 1.097, H17 1.098
14 H 0.47788 -0.36981 -1.63595  C13 1.097
15 C 0.46184 0.54233 1.93537  H3 1.098, H6 1.094, C8 1.489, H9 1.094
16 H -1.34685 1.17178 -0.76465  C4 1.093
17 H 2.24517 -0.45911 -1.19244  C13 1.098

Kohn-Sham gap (alpha / beta): 8.15 / 8.15 eV
DFT total energy: -6849.434 eV
E_HOMO (alpha / beta): -7.09 / -7.09 eV
Multiplicity: 1
E_LUMO (alpha / beta): 1.1 / 1.1 eV

natural (NBO) population analysis, charges in e, atoms 1 to 8: 0.211 0.200 0.226 -0.260 0.194 0.223 0.198 0.056